# 1
This record from the OMol25 dataset describes 2 unconnected molecules or ions with the total composition C29H41NO8P. The level of theory is ωB97M-V/def2-TZVPD.

```
80
Properties=species:S:1:pos:R:3:lowdin_charge:R:1
C 2.796 2.687 1.052 -0.089
C 1.387 2.177 1.247 -0.283
O 1.401 1.018 2.118 -0.230
P 0.393 -0.195 1.786 0.507
C -0.752 -0.184 3.127 -0.113
C -2.120 0.050 2.833 -0.587
O -3.162 -0.339 3.388 -0.039
O -2.206 0.834 1.701 -0.097
C -3.316 0.528 0.824 -0.242
C -3.052 -0.615 -0.118 -0.083
O -0.055 -0.226 0.369 -0.295
O 1.305 -1.470 2.163 -0.228
C 1.202 -2.626 1.297 -0.290
C 2.422 -3.491 1.508 -0.092
H 2.765 3.581 0.426 0.069
H 3.270 2.942 2.005 0.066
H 3.406 1.934 0.539 0.078
H 0.728 2.918 1.711 0.117
H 0.969 1.884 0.276 0.101
H -0.458 -0.711 4.011 0.028
H -4.198 0.316 1.433 0.102
H -3.481 1.461 0.283 0.110
H -3.721 -0.512 -0.978 0.067
H -2.004 -0.627 -0.440 0.052
H -3.299 -1.560 0.376 0.075
H 0.284 -3.180 1.534 0.118
H 1.133 -2.294 0.252 0.104
H 2.301 -4.428 0.960 0.069
H 3.309 -2.972 1.132 0.075
H 2.568 -3.714 2.569 0.073
C 4.407 2.080 7.969 -0.056
C 3.643 1.675 6.701 -0.542
C 2.969 2.928 6.140 -0.072
C 4.660 1.153 5.675 -0.042
C 2.604 0.561 6.997 -0.058
C 1.312 0.617 6.556 0.044
C 0.350 -0.417 6.794 -0.174
C -0.966 -0.340 6.263 0.054
C -2.080 -0.977 6.880 -0.158
C -2.096 -1.334 8.274 -0.020
C -3.130 -2.050 8.830 0.005
C -4.206 -2.466 8.012 -0.160
N -5.104 -3.465 8.467 -0.326
O -5.995 -3.868 7.681 0.041
O -4.971 -3.927 9.623 0.037
C -4.298 -2.019 6.678 0.024
C -3.270 -1.283 6.144 0.025
C 0.802 -1.566 7.531 0.018
C 2.079 -1.716 7.994 -0.062
C 2.541 -3.004 8.720 -0.545
C 3.508 -3.780 7.813 -0.046
C 1.359 -3.915 9.062 -0.073
C 3.270 -2.667 10.026 -0.053
C 3.062 -0.669 7.673 -0.263
O 4.279 -0.841 7.935 0.001
H 4.939 1.216 8.373 0.071
H 5.133 2.866 7.724 0.082
H 3.711 2.460 8.724 0.087
H 2.471 2.720 5.185 0.079
H 2.236 3.321 6.856 0.089
H 3.725 3.705 5.962 0.084
H 4.148 0.843 4.756 0.092
H 5.389 1.937 5.433 0.083
H 5.186 0.291 6.095 0.077
H 0.955 1.489 5.995 0.122
H -1.174 0.335 5.436 0.106
H -1.264 -1.036 8.912 0.117
H -3.133 -2.351 9.875 0.116
H -5.165 -2.311 6.090 0.123
H -3.340 -0.965 5.108 0.077
H 0.089 -2.375 7.689 0.101
H 4.387 -3.163 7.605 0.077
H 3.825 -4.706 8.309 0.083
H 3.017 -4.036 6.866 0.090
H 0.639 -3.393 9.708 0.087
H 0.848 -4.270 8.158 0.086
H 1.721 -4.798 9.606 0.085
H 2.597 -2.124 10.700 0.088
H 3.591 -3.598 10.512 0.083
H 4.146 -2.049 9.813 0.073
```

Charge ... -1
Frontier orbital gap ... 4.683 eV
Energy relative to the best compared isomer or geometry (same formula, charge and spin) ... 102.24 kJ/mol



# 2
This record from the OMol25 dataset describes a molecular structure, CH2Cl3N3. The level of theory is ωB97M-V/def2-TZVPD.

```
9
Properties=species:S:1:pos:R:3:mulliken_spin:R:1
C -1.226 -0.589 -0.074 0.616
N -1.925 -1.615 -0.081 0.265
N 0.027 -0.138 0.178 -0.002
N -2.585 0.972 -0.570 0.679
Cl -3.531 -1.815 -0.425 0.144
Cl -1.485 2.251 -0.635 0.094
Cl -3.507 1.210 0.764 0.195
H 0.628 -0.875 0.542 0.008
H 0.157 0.851 -0.227 0.002
```

Spin multiplicity ... 3
Frontier orbital gap (alpha / beta) ... 6.805 / 7.030 eV
Energy relative to the best compared isomer or geometry (same formula, charge and spin) ... 113.26 kJ/mol



# 3
This record from the OMol25 dataset describes a molecular structure, C3H4NO2. The level of theory is ωB97M-V/def2-TZVPD.

```
10
Properties=species:S:1:pos:R:3:nbo_charge:R:1
C 0.690 0.146 0.687 -0.425
C 0.284 1.023 -0.282 -0.061
C -0.180 -1.081 0.571 -0.097
N -0.276 0.528 -1.341 0.127
O -1.246 0.967 -1.991 -0.597
O -0.534 -1.128 -0.795 -0.589
H 1.490 0.305 1.423 0.178
H 0.590 2.131 -0.260 0.192
H 0.199 -2.035 0.799 0.154
H -1.017 -0.855 1.188 0.119
```

Charge ... -1
Frontier orbital gap ... 6.181 eV
Energy relative to the best compared isomer or geometry (same formula, charge and spin) ... 573.61 kJ/mol



# 4
This record from the OMol25 dataset describes a molecular structure, C18H18IrN4. The level of theory is ωB97M-V/def2-TZVPD.

```
41
Properties=species:S:1:pos:R:3:nbo_charge:R:1
Ir 0.000 -0.158 0.130 1.244
C 0.000 2.465 1.434 -0.286
N 0.000 1.884 0.041 -0.245
C 1.252 2.245 -0.702 -0.273
C 2.392 1.376 -0.251 0.178
C 3.699 1.793 -0.163 -0.199
C 4.682 0.852 0.142 -0.062
C 4.323 -0.477 0.323 -0.202
C 2.990 -0.825 0.232 0.076
N 2.042 0.093 -0.032 -0.512
C -1.253 2.245 -0.702 -0.273
C -2.392 1.376 -0.250 0.178
C -3.699 1.793 -0.163 -0.199
C -4.682 0.852 0.143 -0.062
C -4.323 -0.477 0.323 -0.202
C -2.990 -0.825 0.232 0.076
N -2.042 0.093 -0.032 -0.512
C -0.001 1.411 2.489 0.206
C -0.001 1.682 3.845 -0.198
C -0.002 0.628 4.745 -0.062
C -0.001 -0.683 4.268 -0.193
C -0.001 -0.892 2.910 0.044
N 0.000 0.150 2.050 -0.340
H 0.875 3.105 1.557 0.274
H -0.874 3.106 1.556 0.274
H 1.070 2.080 -1.766 0.260
H 1.487 3.303 -0.577 0.269
H 3.957 2.827 -0.352 0.270
H 5.717 1.157 0.230 0.277
H 5.063 -1.239 0.521 0.282
H 2.669 -1.851 0.369 0.236
H -1.487 3.303 -0.577 0.269
H -1.071 2.080 -1.766 0.260
H -3.957 2.827 -0.352 0.270
H -5.717 1.157 0.231 0.277
H -5.063 -1.240 0.522 0.282
H -2.669 -1.851 0.368 0.236
H -0.002 2.708 4.192 0.275
H -0.002 0.820 5.810 0.281
H -0.001 -1.532 4.938 0.287
H 0.000 -1.890 2.485 0.240
```

Charge ... +3
Frontier orbital gap ... 7.709 eV



# 5
This record from the OMol25 dataset describes a single C4H5N5 molecule. The level of theory is ωB97M-V/def2-TZVPD.

```
14
Properties=species:S:1:pos:R:3:nbo_charge:R:1
H -0.866 2.140 -0.558 0.330
N 0.264 2.218 -0.035 -0.579
C 0.331 0.979 -0.209 0.286
C 1.805 0.645 0.189 0.100
N 2.264 -0.635 0.242 -0.444
C 1.229 -1.605 -0.101 0.131
N -0.072 -1.265 -0.284 -0.275
N -0.543 -0.074 -0.222 -0.118
N -1.895 0.373 0.022 -0.244
C -2.792 -0.573 0.240 -0.072
H 2.522 1.443 0.721 0.245
H 1.124 -2.827 0.031 0.244
H -2.503 -1.524 0.193 0.179
H -3.839 -0.225 0.831 0.217
```

SMILES ... [H]/N=c1/cncnn1N=C
Frontier orbital gap ... 7.969 eV
Energy relative to the best compared isomer or geometry (same formula, charge and spin) ... 603.79 kJ/mol